No. 1
DFT (the ωB97M-V functional and the def2-TZVPD basis) results for a cluster of 14 separate species, C35H84Cl14O21S7 in total at a distorted geometry.

Each line ends with the Mulliken charge.
CARTESIAN COORDINATES (ANGSTROEM)
Cl  -5.2042  3.4107  0.0603  -0.033
C  -6.6160  4.3324  0.4414  -0.578
C  -6.4022  5.7913  -0.0782  -0.486
Cl  -6.1767  5.6146  -1.8889  -0.197
H  -6.7678  4.3586  1.5205  0.326
H  -7.4779  3.8037  0.0344  0.324
H  -5.5243  6.3008  0.3192  0.276
H  -7.2860  6.4183  0.0394  0.383
Cl  -3.8363  0.7577  -4.3539  -0.194
C  -4.5569  0.0758  -2.8478  -0.079
C  -5.4334  -1.1561  -3.0376  -0.272
Cl  -4.4646  -2.5578  -3.6362  -0.176
H  -5.0501  0.8531  -2.2640  0.294
H  -3.7589  -0.1006  -2.1265  0.019
H  -6.1500  -0.8870  -3.8136  0.423
H  -6.0243  -1.4333  -2.1646  -0.056
Cl  2.2987  1.9441  -6.9407  -0.231
C  2.5532  2.1793  -5.1787  -0.176
C  3.1840  0.8988  -4.5202  -0.173
Cl  4.0431  1.4934  -3.0114  -0.173
H  1.5819  2.4315  -4.7531  0.014
H  3.0202  3.1082  -4.8514  0.413
H  3.8694  0.4392  -5.2324  0.377
H  2.3697  0.1886  -4.3764  0.028
Cl  -1.9930  0.4431  0.3910  0.116
C  -0.3333  0.0024  0.7649  -0.341
C  0.7328  0.1082  -0.4582  -0.334
Cl  0.1833  -0.8522  -1.9358  0.070
H  -0.3497  -1.0063  1.1777  -0.280
H  0.0578  0.6853  1.5192  0.479
H  1.6824  -0.2878  -0.0982  -0.104
H  0.9010  1.1598  -0.6906  0.399
Cl  2.3555  3.6334  -0.1281  -0.110
C  1.1980  4.6905  0.8387  -0.606
C  1.3637  6.2521  0.5759  -0.246
Cl  0.0355  7.1550  1.4741  -0.240
H  1.2122  4.4268  1.8962  0.493
H  0.1767  4.3718  0.6301  0.188
H  1.1408  6.3415  -0.4873  0.177
H  2.3223  6.6875  0.8581  0.387
Cl  -1.5880  -4.0064  2.0040  -0.191
C  -1.7177  -3.2228  0.4635  1.007
C  -2.4680  -4.0296  -0.6083  0.390
Cl  -1.6781  -5.4153  -1.2431  -0.235
H  -0.7358  -2.9106  0.1079  -0.452
H  -2.1383  -2.2463  0.7039  -0.326
H  -2.5844  -3.4147  -1.5008  -0.203
H  -3.5096  -4.2429  -0.3686  0.148
Cl  -6.5102  1.3585  4.1364  -0.249
C  -4.9682  1.7378  3.2781  0.796
C  -3.9919  2.3317  4.2806  -0.678
Cl  -2.4431  1.4889  4.2691  -0.047
H  -5.2709  2.3721  2.4449  -0.588
H  -4.6073  0.8181  2.8176  0.082
H  -4.3715  2.2758  5.3009  0.364
H  -3.8071  3.3985  4.1542  0.359
O  8.0605  -1.6529  0.8201  -0.636
S  7.3871  -0.7066  -0.0860  1.011
O  7.1418  0.6427  0.3495  -0.550
O  8.2444  -0.7685  -1.4952  -0.304
C  9.5375  -0.0805  -1.6489  -0.218
C  10.4497  -0.4729  -0.5555  -1.067
C  5.8331  -1.4498  -0.6722  -0.436
H  9.3126  0.9768  -1.5082  0.258
H  9.9879  -0.2098  -2.6330  0.334
H  10.5406  -1.5591  -0.5471  0.283
H  10.0350  -0.2896  0.4357  0.323
H  11.4323  -0.0398  -0.7424  0.391
H  5.2741  -1.4236  0.2631  -0.103
H  6.0084  -2.4848  -0.9658  0.375
H  5.5165  -0.8022  -1.4898  0.298
O  -5.3644  -4.1888  1.2979  -0.549
S  -5.6671  -3.7183  2.6712  1.074
O  -4.6090  -3.5520  3.6910  -0.541
O  -6.5715  -2.2587  2.5530  -0.251
C  -7.6362  -2.2043  1.6601  -0.334
C  -7.2951  -0.9357  0.8162  -0.161
C  -7.1000  -4.7975  3.2759  -1.029
H  -8.5130  -2.1991  2.3076  0.323
H  -7.7402  -3.0869  1.0290  0.399
H  -6.7666  -1.1879  -0.1032  -0.324
H  -6.6865  -0.2222  1.3716  -0.073
H  -8.2636  -0.4758  0.6201  0.385
H  -6.5830  -5.6147  3.7789  0.391
H  -7.5479  -4.9381  2.2922  0.382
H  -7.7433  -4.2934  3.9972  0.313
O  -1.6528  -5.1175  -7.0075  -0.610
S  -0.7348  -4.1554  -6.3524  1.140
O  0.7003  -4.3793  -6.3001  -0.553
O  -0.9568  -2.6146  -7.0434  -0.394
C  0.1271  -1.6491  -7.1230  -0.038
C  1.2243  -1.8751  -8.1214  -1.114
C  -1.3187  -3.6902  -4.5810  -0.553
H  0.6254  -1.5103  -6.1636  0.070
H  -0.3226  -0.6625  -7.2350  0.448
H  0.6168  -1.9099  -9.0257  0.301
H  1.7657  -2.8120  -7.9908  0.303
H  1.9715  -1.0824  -8.1604  0.331
H  -0.8753  -4.4508  -3.9382  0.308
H  -2.4058  -3.7325  -4.5143  0.105
H  -0.9394  -2.7040  -4.3132  0.223
O  1.7954  -2.5474  6.3131  -0.554
S  0.4415  -2.1184  6.3607  1.198
O  -0.6449  -3.0279  6.8076  -0.658
O  0.3668  -0.7037  7.2923  -0.244
C  0.5897  -0.7742  8.7214  -0.393
C  1.9565  -0.7458  9.2737  -1.030
C  -0.0835  -1.3695  4.6997  -0.496
H  -0.0074  -1.5808  9.1466  0.408
H  0.1626  0.1925  8.9884  0.248
H  2.6622  0.0436  9.0151  0.273
H  2.3808  -1.6795  8.9048  0.272
H  1.9131  -0.9986  10.3331  0.368
H  0.6117  -1.7302  3.9416  -0.112
H  -0.0464  -0.2803  4.6818  0.134
H  -1.1310  -1.6157  4.5258  0.597
O  3.9218  -3.0428  1.5948  -0.552
S  2.7236  -3.5281  0.8623  0.808
O  1.5008  -2.7576  0.8165  -0.276
O  3.1836  -4.0984  -0.6255  -0.316
C  2.4541  -3.6796  -1.7395  0.767
C  3.2618  -4.1519  -2.9217  -1.514
C  2.2289  -5.1824  1.4875  -1.084
H  2.3921  -2.5926  -1.6872  -0.159
H  1.4448  -4.0864  -1.8019  0.136
H  3.1942  -3.4270  -3.7329  0.359
H  3.0474  -5.1833  -3.2016  0.354
H  4.3155  -4.1022  -2.6472  0.376
H  1.9580  -5.1367  2.5423  0.374
H  3.1023  -5.8332  1.4459  0.409
H  1.4292  -5.4224  0.7868  0.276
O  2.5668  0.2439  5.0829  -0.627
S  3.4175  0.0435  3.9400  0.958
O  2.9129  -0.2584  2.6093  -0.336
O  4.3743  1.4029  3.7436  -0.366
C  5.2180  1.4785  2.5749  0.211
C  5.4615  2.9228  2.2069  -1.194
C  4.6469  -1.2821  4.3263  -0.775
H  4.7718  0.8735  1.7856  0.080
H  6.1717  0.9553  2.6449  0.295
H  5.7972  2.9310  1.1699  0.312
H  6.1643  3.3797  2.9036  0.329
H  4.4643  3.3628  2.1988  0.247
H  4.2097  -2.1590  4.8038  0.312
H  5.2721  -0.8480  5.1066  0.444
H  5.1600  -1.4417  3.3780  0.086
O  -0.2705  3.6127  -3.6659  -0.542
S  -1.1225  4.5261  -2.8907  0.877
O  -0.5725  5.1816  -1.6704  -0.523
O  -1.6929  5.7592  -3.8478  -0.405
C  -2.4646  6.8058  -3.2424  -0.034
C  -1.8353  8.1703  -3.6145  -1.282
C  -2.7505  3.7307  -2.4881  -0.653
H  -2.6135  6.6906  -2.1688  0.324
H  -3.4422  6.6808  -3.7080  0.291
H  -0.9941  8.3984  -2.9598  0.285
H  -2.4937  9.0250  -3.4592  0.377
H  -1.3902  8.0416  -4.6011  0.317
H  -3.0982  4.2918  -1.6207  0.214
H  -2.5502  2.6928  -2.2222  0.195
H  -3.4286  3.9193  -3.3204  0.407

Atomic forces in eV per Å
Cl 1.05 -0.99 0.03
C -0.56 1.73 0.47
C -0.68 -1.25 -0.99
Cl -0.04 0.57 0.48
H 0.22 -0.01 0.10
H 0.03 0.47 -0.33
H -0.05 -0.36 0.03
H 0.06 -0.18 0.14
Cl -0.49 -0.39 0.64
C 0.55 -0.05 1.33
C 0.12 0.80 -1.05
Cl -0.55 0.44 0.39
H -0.78 0.28 -0.74
H 0.55 -0.57 -0.50
H -0.01 -0.40 -0.15
H 0.53 -0.04 0.14
Cl 0.32 0.23 0.51
C -0.60 -0.27 1.15
C -0.52 1.72 -0.96
Cl -0.63 -0.96 -0.75
H -0.39 -0.84 -0.11
H 1.08 -0.16 -1.02
H 0.40 0.21 0.42
H 0.25 -0.01 0.85
Cl -0.33 0.32 -0.34
C 2.24 -0.24 -1.21
C -1.69 -0.31 1.31
Cl 0.37 0.80 0.96
H 0.13 0.14 -0.14
H -0.16 -0.01 0.04
H -0.22 -0.31 -0.08
H -0.33 -0.17 -0.52
Cl -0.80 0.98 0.74
C -0.32 0.73 0.56
C -0.90 -1.78 -0.19
Cl 0.81 -0.64 -0.44
H 1.06 0.12 0.07
H 0.16 0.27 -0.93
H 0.19 0.49 0.16
H -0.20 -0.26 0.04
Cl 0.30 -0.81 0.89
C 0.08 0.62 -1.12
C -1.10 2.36 -0.05
Cl 0.95 -1.51 0.00
H 0.23 -0.69 -0.06
H -0.90 -0.25 -0.49
H 0.19 0.57 0.18
H 0.27 -0.39 0.60
Cl -0.04 -0.10 -0.20
C -0.59 -0.17 -0.13
C -0.20 0.57 0.41
Cl 0.47 -0.12 -0.09
H 0.35 0.26 0.35
H 0.08 -0.05 0.38
H -0.10 -0.39 -0.18
H 0.08 -0.10 -0.49
O -1.37 1.67 -1.03
S 1.70 -2.42 -0.29
O 0.25 -0.35 -0.39
O -0.67 0.14 0.06
C -1.21 1.22 1.24
C 0.68 -1.30 0.45
C 1.57 0.62 0.45
H -0.04 0.21 -0.41
H -0.72 -0.54 -0.08
H 0.32 -0.14 -0.20
H 0.31 0.64 -0.11
H 0.00 0.11 0.39
H -0.55 0.07 -0.32
H 0.11 0.20 -0.03
H -0.45 -0.14 0.23
O -0.42 1.11 2.65
S -0.48 0.35 0.33
O -2.61 0.04 -2.52
O 3.59 -2.67 1.72
C 0.31 0.87 -0.89
C -1.56 -0.55 0.31
C 1.90 1.16 -0.44
H -0.42 0.69 -0.41
H 0.30 -0.05 -0.16
H -0.17 -0.10 0.07
H -0.15 -0.24 0.23
H 0.16 0.36 -0.57
H -0.35 -0.37 -0.53
H -0.31 -0.80 0.50
H 0.24 0.29 -0.25
O 2.13 2.58 1.56
S -0.88 1.21 0.07
O -1.43 -0.12 -0.03
O 0.24 -1.64 -0.08
C 0.97 0.50 2.11
C -0.98 -0.73 -1.03
C 0.45 -0.99 -1.37
H -0.26 -0.55 0.68
H -0.52 -0.29 -0.54
H 0.85 -0.12 -0.80
H -0.29 -0.03 0.10
H -0.40 0.27 0.11
H -0.03 0.00 -0.06
H 0.28 -0.02 -0.34
H 0.05 -0.07 -0.37
O 0.53 -0.52 -0.03
S -3.48 1.53 0.47
O 2.50 1.75 -0.76
O 0.59 -2.00 -1.45
C -1.72 1.81 -0.05
C 1.51 -2.45 -0.50
C 0.13 -0.01 1.08
H 0.04 -0.03 -0.04
H -0.67 -0.18 0.27
H -0.55 0.24 0.10
H 0.74 -0.05 -0.21
H -0.10 0.75 0.22
H -0.16 -0.29 0.13
H 0.45 -0.08 0.59
H 0.22 -0.55 0.07
O -2.50 -0.80 -2.12
S 1.38 -1.79 2.03
O 1.15 0.12 -0.63
O 0.15 0.47 3.04
C -0.31 0.82 -1.36
C 0.70 0.49 -0.16
C 0.88 1.15 -0.12
H -0.18 0.02 -0.36
H -0.15 -0.06 0.47
H -0.46 -0.43 -0.35
H -0.15 0.24 -0.23
H 0.10 -0.13 0.11
H -0.45 0.35 -0.23
H -0.12 0.01 -0.47
H -0.04 -0.44 0.41
O 0.56 0.47 -1.03
S 1.58 -0.48 -0.93
O -0.33 0.35 1.26
O -0.86 -1.52 1.04
C 0.41 -0.99 -0.86
C -0.96 -0.77 -0.19
C -0.40 1.55 0.29
H -0.58 0.60 -0.27
H 0.17 0.00 1.07
H 0.39 0.17 0.16
H -0.20 0.23 -0.21
H 0.22 0.62 0.20
H -0.52 0.08 -0.61
H 0.30 0.14 -0.28
H 0.06 -0.32 0.31
O -1.77 2.07 1.07
S 0.42 0.84 0.97
O -1.13 -1.58 -2.46
O 1.56 -1.93 0.61
C -0.56 0.99 -0.31
C 0.56 -0.95 0.78
C 1.30 0.94 0.21
H 0.38 -0.16 0.03
H -0.15 0.29 0.03
H 0.15 -0.32 0.16
H -0.32 -0.25 -0.58
H -0.47 0.52 -0.21
H -0.01 -0.12 -0.01
H -0.15 0.06 -0.27
H 0.23 -0.46 -0.04

## Properties
**Total energy**: -331808.8536 eV
**Lowest unoccupied orbital energy**: -0.001 Eh
**Energy above the lowest of the compared OMol25 structures with the same formula, charge and spin**: 102.4 kcal/mol

***

No. 2
DFT (the ωB97M-V functional and the def2-TZVPD basis) results for a structure of composition C17H22I2N4OPt.

Each line ends with the Mulliken charge.
CARTESIAN COORDINATES (ANGSTROEM)
Pt  -0.0943  0.1126  0.4639  0.936
I  5.8400  -4.2343  2.2689  0.691
C  4.1607  -3.4343  1.5471  -0.239
C  3.2856  -4.2071  0.7663  -0.380
C  2.1259  -3.6561  0.2738  -0.167
I  0.8866  -4.7964  -0.8545  0.410
C  1.7694  -2.2460  0.5886  0.990
O  0.6609  -1.8224  0.2035  -0.893
C  2.7437  -1.4383  1.3695  0.349
C  2.5234  0.0369  1.6430  -0.836
N  1.1114  0.2682  2.0630  -0.425
C  0.7878  1.5457  2.7837  -0.854
C  0.3932  2.5935  1.7868  0.824
C  0.6104  3.9366  1.9927  -0.861
C  0.2206  4.8483  1.0191  -0.300
C  -0.3324  4.3683  -0.1573  -0.963
C  -0.5159  3.0092  -0.3071  0.212
N  -0.2081  2.1248  0.6572  -0.184
C  3.8572  -2.0389  1.8297  -0.561
H  3.5271  -5.2410  0.5531  0.417
H  2.7264  0.6256  0.7473  0.303
H  3.2068  0.3696  2.4260  0.503
H  0.8709  -0.4790  2.7149  0.470
H  1.6178  1.8622  3.4145  0.474
H  -0.0622  1.3208  3.4314  0.408
H  1.0849  4.2711  2.9060  0.454
H  0.3746  5.9096  1.1668  0.484
H  -0.6086  5.0346  -0.9625  0.446
H  -0.8960  2.6143  -1.2314  0.468
H  4.5734  -1.4756  2.4168  0.463
N  -3.4970  -0.7805  -3.2503  -0.080
C  -2.6863  -1.8849  -2.6338  -0.886
C  -1.4282  -1.3367  -1.9719  0.216
N  -1.7167  -0.2941  -0.9401  -0.293
C  -2.5088  0.7894  -1.5944  -0.688
C  -3.7952  0.2845  -2.2336  -1.143
H  -4.3746  -1.1593  -3.6238  0.374
H  -3.0060  -0.3789  -4.0558  0.403
H  -2.4292  -2.5981  -3.4156  0.456
H  -3.3372  -2.3842  -1.9147  0.384
H  -0.7577  -0.8909  -2.7096  0.371
H  -0.9029  -2.1680  -1.5097  -0.257
H  -2.3492  -0.7149  -0.2542  0.507
H  -1.8711  1.2670  -2.3402  0.573
H  -2.7915  1.5274  -0.8470  0.542
H  -4.3218  1.0998  -2.7280  0.468
H  -4.4677  -0.1599  -1.4984  0.412

Atomic forces in eV per Å
Pt -0.36 0.13 -0.63
I 0.04 -0.02 0.01
C -0.07 -0.01 -0.04
C 0.04 0.01 0.02
C 0.03 -0.05 0.00
I -0.01 0.00 0.01
C 0.05 0.12 0.08
O 0.06 -0.10 0.30
C -0.17 0.00 -0.11
C -0.01 -0.03 0.01
N 0.22 -0.03 0.16
C -0.05 0.10 -0.11
C -0.03 -0.17 -0.04
C -0.03 0.05 0.01
C 0.01 0.00 0.01
C 0.00 -0.03 0.01
C -0.03 0.03 0.01
N 0.19 0.08 0.30
C 0.04 -0.01 -0.02
H 0.00 0.00 0.00
H 0.01 0.06 0.03
H -0.01 -0.06 0.03
H -0.03 0.01 0.00
H 0.03 0.01 -0.04
H 0.03 0.01 0.04
H 0.00 -0.01 0.00
H 0.00 0.00 0.00
H 0.00 -0.01 0.00
H -0.01 -0.01 -0.01
H 0.00 0.00 0.01
N -0.01 0.00 0.00
C 0.00 -0.02 0.00
C 0.03 0.07 -0.05
N -0.02 -0.09 -0.14
C 0.00 0.02 0.08
C 0.00 -0.02 0.01
H 0.00 0.00 0.00
H 0.00 0.00 0.00
H 0.02 0.00 0.00
H -0.01 0.00 0.00
H 0.00 0.00 0.00
H 0.00 -0.02 0.01
H 0.05 -0.05 0.03
H -0.04 -0.03 -0.02
H 0.03 0.05 0.01
H 0.01 0.01 0.00
H 0.00 0.00 0.00

## Properties
**Total energy**: -45400.4937 eV
**Total charge**: +4
**Lowest unoccupied orbital energy (spin up / spin down)**: -0.550 / -0.552 Eh
**Energy above the lowest of the compared OMol25 structures with the same formula, charge and spin**: 1.1 kcal/mol

***

Q: Among the records above, which one has the highest total energy?
A: C17H22I2N4OPt